Record 1
{
  "formula": "C5H7NO2",
  "method": "ωB97M-V/def2-TZVPD",
  "spin_multiplicity": 3,
  "total_charge": 0,
  "energy_ha": -399.69699,
  "homo_lumo_gap_ev": [5.61, 7.20],
  "e_above_lowest_kcal_mol": 76.5,
  "elements": ["C", "C", "C", "C", "C", "N", "O", "O", "H", "H", "H", "H", "H", "H", "H"],
  "coordinates": [[0.12, -0.89, 1.29], [0.89, -0.52, 0.28], [-1.25, -0.18, 0.99], [2.31, -0.87, -0.15], [-1.70, 1.43, -0.99], [-1.07, 0.43, -0.19], [-2.20, -0.17, 1.76], [0.35, 0.30, -0.63], [0.30, -1.73, 2.00], [2.73, -1.89, 0.13], [2.19, -0.76, -1.23], [2.91, -0.19, 0.48], [-2.73, 1.33, -0.97], [-1.44, 2.40, -0.68], [-1.42, 1.29, -2.09]],
  "mulliken_spin": [0.65, 0.82, 0.09, -0.01, -0.01, 0.03, 0.16, 0.18, 0.01, 0.02, 0.00, 0.06, 0.00, 0.00, 0.00]
}

---

Record 2
{
  "formula": "C5H8O",
  "method": "ωB97M-V/def2-TZVPD",
  "total_charge": 0,
  "energy_ha": -270.47312,
  "homo_lumo_gap_ev": 10.15,
  "e_above_lowest_kcal_mol": 53.2,
  "elements": ["O", "C", "C", "C", "C", "C", "H", "H", "H", "H", "H", "H", "H", "H"],
  "coordinates": [[0.28, -1.67, 1.02], [0.77, -0.44, 0.54], [0.45, -0.49, -0.98], [-0.65, 0.51, -1.14], [-1.04, 1.05, 0.03], [-0.02, 0.79, 1.10], [0.09, -2.16, 0.15], [1.86, -0.31, 0.74], [0.09, -1.83, -1.13], [1.28, -0.41, -1.69], [-1.10, 0.73, -2.11], [-1.98, 1.57, 0.21], [0.67, 1.66, 1.12], [-0.43, 0.69, 2.11]],
  "nbo_charge": [-0.72, 0.08, -0.35, -0.24, -0.15, -0.46, 0.45, 0.17, 0.12, 0.22, 0.21, 0.22, 0.21, 0.23]
}

---

Record 3
{
  "formula": "C47H33F5O14",
  "method": "ωB97M-V/def2-TZVPD",
  "total_charge": 0,
  "smiles": "O=C1C=CC(=O)C(CCCC(F)(F)C(F)(F)F)=C1.O=C1C=CC(=O)C=C1.O=C1C=CC(=O)C=C1.O=C1C=CC(=O)C=C1.O=C1C=CC(=O)C=C1.O=C1C=CC(=O)C=C1.O=C1C=CC(=O)C=C1",
  "energy_ha": -3363.18335,
  "homo_lumo_gap_ev": 7.82,
  "elements": ["O", "C", "C", "C", "C", "O", "C", "C", "C", "C", "C", "F", "F", "C", "F", "F", "F", "C", "H", "H", "H", "H", "H", "H", "H", "H", "H", "O", "C", "C", "C", "C", "O", "C", "C", "H", "H", "H", "H", "O", "C", "C", "C", "C", "O", "C", "C", "H", "H", "H", "H", "O", "C", "C", "C", "C", "O", "C", "C", "H", "H", "H", "H", "O", "C", "C", "C", "C", "O", "C", "C", "H", "H", "H", "H", "O", "C", "C", "C", "C", "O", "C", "C", "H", "H", "H", "H", "O", "C", "C", "C", "C", "O", "C", "C", "H", "H", "H", "H"],
  "coordinates": [[-5.44, 3.29, -1.16], [-4.62, 3.51, -2.07], [-4.29, 4.91, -2.69], [-3.93, 4.97, -4.05], [-3.93, 3.58, -4.83], [-4.27, 3.60, -6.02], [-3.54, 2.25, -4.05], [-2.82, 1.05, -4.78], [-1.56, 1.59, -5.61], [-0.56, 2.36, -4.65], [-0.12, 3.80, -5.14], [-1.07, 4.47, -5.92], [1.05, 3.61, -5.94], [0.30, 4.79, -3.97], [0.26, 6.10, -4.48], [1.61, 4.50, -3.59], [-0.54, 4.77, -2.87], [-3.87, 2.24, -2.67], [-4.36, 5.84, -2.04], [-3.67, 5.93, -4.58], [-2.52, 0.25, -4.03], [-3.57, 0.57, -5.50], [-1.98, 2.23, -6.46], [-1.07, 0.69, -6.10], [-0.90, 2.43, -3.57], [0.40, 1.73, -4.62], [-3.63, 1.31, -2.06], [0.74, 6.54, 2.04], [1.67, 6.18, 1.35], [1.50, 5.94, -0.10], [2.52, 5.54, -0.86], [3.87, 5.33, -0.29], [4.80, 4.97, -0.98], [4.04, 5.57, 1.16], [3.02, 5.97, 1.92], [0.51, 6.10, -0.51], [2.42, 5.36, -1.92], [5.03, 5.41, 1.57], [3.12, 6.15, 2.98], [-4.99, -3.73, 2.21], [-4.56, -3.07, 1.28], [-4.34, -1.61, 1.41], [-3.87, -0.90, 0.39], [-3.54, -1.53, -0.91], [-3.11, -0.87, -1.84], [-3.76, -2.98, -1.03], [-4.23, -3.70, -0.01], [-4.58, -1.17, 2.36], [-3.71, 0.17, 0.46], [-3.51, -3.43, -1.99], [-4.39, -4.77, -0.09], [0.70, -0.27, -3.03], [1.86, -0.21, -2.69], [2.76, -1.38, -2.82], [4.04, -1.31, -2.43], [4.61, -0.07, -1.86], [5.77, -0.01, -1.52], [3.71, 1.09, -1.74], [2.43, 1.03, -2.12], [2.33, -2.28, -3.23], [4.71, -2.16, -2.52], [4.14, 2.00, -1.32], [1.76, 1.87, -2.03], [4.20, -6.57, 2.04], [4.62, -5.91, 1.11], [4.82, -4.45, 1.24], [5.29, -3.72, 0.23], [5.62, -4.34, -1.07], [6.04, -3.67, -2.00], [5.41, -5.80, -1.21], [4.95, -6.53, -0.19], [4.58, -4.01, 2.20], [5.44, -2.65, 0.31], [5.66, -6.23, -2.17], [4.80, -7.60, -0.27], [-3.64, 0.46, 2.90], [-3.84, 1.15, 3.88], [-3.61, 2.61, 3.86], [-3.82, 3.36, 4.94], [-4.30, 2.76, 6.21], [-4.49, 3.45, 7.19], [-4.52, 1.30, 6.23], [-4.31, 0.55, 5.15], [-3.26, 3.02, 2.92], [-3.66, 4.43, 4.94], [-4.87, 0.89, 7.17], [-4.47, -0.52, 5.15], [3.72, -5.60, 6.71], [2.87, -6.40, 6.36], [1.70, -6.70, 7.22], [0.78, -7.58, 6.83], [0.88, -8.29, 5.54], [0.03, -9.09, 5.19], [2.05, -7.98, 4.68], [2.97, -7.10, 5.07], [1.65, -6.18, 8.16], [-0.08, -7.82, 7.45], [2.10, -8.51, 3.74], [3.83, -6.87, 4.45]],
  "lowdin_charge": [0.05, -0.32, 0.01, 0.02, -0.29, 0.06, -0.11, -0.13, -0.15, -0.07, -0.31, 0.08, 0.05, -0.38, 0.11, 0.09, 0.11, 0.07, 0.12, 0.12, 0.11, 0.13, 0.12, 0.12, 0.13, 0.12, 0.10, 0.10, -0.39, 0.03, 0.02, -0.39, 0.10, 0.02, 0.02, 0.12, 0.10, 0.12, 0.12, 0.11, -0.38, 0.02, 0.03, -0.37, 0.07, 0.02, 0.02, 0.09, 0.11, 0.12, 0.12, 0.09, -0.38, 0.03, 0.03, -0.38, 0.11, 0.03, 0.02, 0.12, 0.09, 0.12, 0.11, 0.10, -0.37, 0.03, 0.03, -0.38, 0.09, 0.03, 0.03, 0.13, 0.12, 0.12, 0.12, 0.06, -0.35, 0.03, 0.03, -0.38, 0.11, 0.03, 0.03, 0.12, 0.13, 0.12, 0.13, 0.10, -0.39, 0.02, 0.02, -0.39, 0.10, 0.02, 0.02, 0.12, 0.12, 0.12, 0.10]
}

---

Record 4
{
  "formula": "C4HLiO4Yb",
  "method": "ωB97M-V/def2-TZVPD",
  "total_charge": 2,
  "energy_ha": -1619.59173,
  "homo_lumo_gap_ev": 6.90,
  "e_above_lowest_kcal_mol": 0.0,
  "elements": ["O", "C", "C", "C", "H", "Li", "O", "C", "O", "O", "Yb"],
  "coordinates": [[-2.18, 0.50, -2.82], [-2.06, 0.25, -3.92], [-0.27, 0.40, 0.00], [0.84, -0.02, -0.62], [1.17, -0.01, -1.66], [-2.14, 0.90, -0.73], [1.84, -0.37, 0.33], [1.24, -0.46, 1.46], [1.66, -0.78, 2.58], [-0.01, -0.02, 1.37], [-0.08, -0.39, 4.00]],
  "nbo_charge": [-0.64, 0.65, -0.29, -0.04, 0.26, 0.93, -0.38, 0.98, -0.80, -0.60, 1.92]
}

---

Record 5
{
  "formula": "C13H34BF4GeIrN2O2Si3",
  "method": "ωB97M-V/def2-TZVPD",
  "spin_multiplicity": 2,
  "total_charge": 1,
  "energy_ha": -4249.70441,
  "homo_lumo_gap_ev": [7.49, 7.15],
  "e_above_lowest_kcal_mol": 35.1,
  "elements": ["Ir", "C", "C", "N", "O", "C", "C", "N", "O", "H", "H", "H", "H", "H", "H", "H", "C", "Si", "C", "C", "Ge", "Si", "C", "C", "C", "Si", "C", "C", "C", "H", "H", "H", "H", "H", "H", "H", "H", "H", "H", "H", "H", "H", "H", "H", "H", "H", "H", "H", "H", "H", "H", "H", "H", "H", "H", "H", "F", "B", "F", "F", "F"],
  "coordinates": [[-0.68, 1.84, 0.08], [-0.67, 3.77, 3.86], [-0.29, 3.07, 2.60], [-0.76, 3.39, 1.44], [-1.70, 4.36, 1.30], [0.55, 1.87, 2.59], [1.42, 1.42, 3.72], [0.39, 1.18, 1.51], [0.95, 0.02, 1.30], [-0.79, 4.84, 3.70], [0.08, 3.61, 4.63], [-1.61, 3.35, 4.22], [-2.23, 4.40, 2.12], [1.96, 2.27, 4.13], [2.12, 0.68, 3.36], [0.82, 0.97, 4.51], [3.58, 0.20, -0.04], [2.36, -0.04, -1.44], [2.18, 1.61, -2.34], [3.00, -1.34, -2.63], [0.18, -0.59, -0.52], [0.01, -2.91, 0.19], [-1.61, -3.32, 0.99], [1.49, -3.04, 1.32], [0.24, -3.91, -1.37], [-1.70, 0.07, -2.27], [-3.26, -0.91, -2.19], [-0.47, -0.72, -3.42], [-1.89, 1.91, -2.58], [4.59, 0.19, -0.46], [3.52, -0.58, 0.72], [3.42, 1.16, 0.45], [3.14, 2.14, -2.42], [1.50, 2.28, -1.79], [1.80, 1.50, -3.35], [3.93, -1.00, -3.09], [2.30, -1.57, -3.43], [3.23, -2.28, -2.11], [-1.75, -2.78, 1.93], [-1.64, -4.39, 1.20], [-2.45, -3.07, 0.34], [1.60, -2.17, 1.96], [2.41, -3.17, 0.74], [1.37, -3.92, 1.96], [-0.60, -3.78, -2.05], [0.29, -4.97, -1.12], [1.16, -3.65, -1.90], [-3.07, -1.95, -1.95], [-3.67, -0.85, -3.20], [-3.98, -0.52, -1.48], [-0.21, -1.76, -3.18], [0.44, -0.15, -3.55], [-1.00, -0.74, -4.38], [-1.87, 2.10, -1.50], [-2.82, 2.29, -2.98], [-1.03, 2.34, -3.08], [-3.96, 0.31, 2.66], [-2.90, 0.19, 1.82], [-1.72, -0.19, 2.46], [-2.61, 1.55, 1.26], [-3.14, -0.63, 0.73]],
  "mulliken_spin": [0.76, 0.00, -0.01, 0.02, 0.00, 0.06, 0.00, -0.05, 0.02, 0.00, 0.00, 0.00, 0.00, 0.00, 0.00, 0.00, 0.00, 0.01, 0.02, 0.00, 0.08, 0.00, 0.00, 0.00, 0.00, -0.01, 0.00, 0.00, 0.01, 0.00, 0.00, 0.00, 0.00, -0.01, 0.00, 0.00, 0.00, 0.00, 0.00, 0.00, 0.00, 0.00, 0.00, 0.00, 0.00, 0.00, 0.00, 0.00, 0.00, 0.00, 0.00, 0.00, 0.00, 0.01, 0.00, 0.00, 0.00, 0.03, 0.00, 0.06, 0.00]
}

---

Record 6
{
  "formula": "C4H12",
  "method": "ωB97M-V/def2-TZVPD",
  "total_charge": 0,
  "smiles": "CCC.C",
  "energy_ha": -159.57821,
  "homo_lumo_gap_ev": 12.12,
  "e_above_lowest_kcal_mol": 4.2,
  "elements": ["C", "C", "C", "H", "H", "H", "H", "H", "H", "H", "H", "C", "H", "H", "H", "H"],
  "coordinates": [[0.55, -1.21, -1.52], [1.69, -0.89, -0.57], [1.42, -1.24, 0.88], [0.90, -1.52, -2.50], [-0.10, -0.33, -1.58], [-0.08, -2.02, -1.14], [1.87, 0.20, -0.64], [2.65, -1.25, -0.92], [2.33, -1.31, 1.48], [0.74, -0.54, 1.38], [0.93, -2.21, 0.94], [-3.12, 2.90, 1.02], [-2.73, 2.32, 1.85], [-3.06, 2.39, 0.06], [-2.52, 3.80, 0.86], [-4.17, 3.06, 1.23]],
  "nbo_charge": [-0.61, -0.41, -0.61, 0.21, 0.20, 0.20, 0.19, 0.20, 0.21, 0.20, 0.20, -0.85, 0.21, 0.21, 0.21, 0.21]
}